1.
ORCA calculation (wB97M-V/def2-TZVPD) on C8H11O6P as an isolated structure.

The relative energy (zero: lowest compared OMol25 entry of this formula, charge and spin) is 88.5 kJ/mol. Its HOMO-LUMO gap is 9.51 eV.

Each line ends with the natural charge from an NBO analysis.
Positions of all 26 atoms, in Å:
1 O -3.35633 -1.46968 -0.73942  -0.55
2 O -0.11371 2.12493 -0.46616  -1.08
3 O -2.83920 -1.02405 1.48614  -0.48
4 O 0.72496 -0.20906 -1.43318  -0.76
5 O 2.48369 1.56617 -0.90315  -0.79
6 O 0.88384 0.69907 1.11705  -0.78
7 C -2.59301 -1.13376 0.12037  0.75
8 C -0.61597 -0.47651 -1.37703  0.44
9 C -1.21946 -0.99234 -0.17131  -0.22
10 C 3.27257 2.32717 0.02397  -0.25
11 C -1.40125 -0.32278 -2.73452  -0.68
12 C -1.53482 -0.85662 2.08750  -0.07
13 C 0.93290 -0.70187 1.33842  -0.08
14 C -0.47118 -1.28186 1.13207  -0.30
15 P 0.97606 1.05920 -0.42518  2.50
16 H 4.10443 2.76426 -0.49842  0.20
17 H 2.65418 3.13653 0.45021  0.20
18 H 3.52847 1.52139 0.72303  0.19
19 H -1.80317 0.64744 -2.80178  0.25
20 H -0.86414 -0.64488 -3.64587  0.23
21 H -2.23176 -1.02653 -2.66748  0.26
22 H -1.46362 0.19976 2.28969  0.20
23 H -1.50389 -1.50770 2.99996  0.19
24 H 1.63935 -1.08729 0.61255  0.19
25 H 1.38712 -0.93268 2.31387  0.21
26 H -0.57606 -2.37831 1.16865  0.23

Cartesian forces (eV/Å) of the 3 atoms listed first:
O -1.680 0.311 0.718
O 2.632 -1.904 -1.178
O 0.715 -0.578 -1.829



2.
ORCA calculation (wB97M-V/def2-TZVPD) on C8H12 as an isolated structure.

The relative energy (zero: lowest compared OMol25 entry of this formula, charge and spin) is 315.4 kJ/mol. Its HOMO-LUMO gap is 10.56 eV.

Each line ends with the natural charge from an NBO analysis.
Positions of all 20 atoms, in Å:
1 C -0.75326 -1.89365 -0.44844  -0.38
2 C -0.08306 -1.25253 -1.67179  -0.37
3 C -0.20142 0.04095 -0.80479  -0.20
4 C 0.29891 1.38167 -0.29459  -0.24
5 C 1.30703 0.98746 0.68868  -0.38
6 C 0.12733 0.31071 1.43663  -0.21
7 C -0.67888 1.52443 0.87019  -0.39
8 C 0.03419 -0.78452 0.38133  -0.23
9 H -0.46575 -2.90544 -0.13239  0.20
10 H -1.82499 -1.87682 -0.45259  0.21
11 H 0.95321 -1.59368 -1.82622  0.20
12 H -0.65329 -1.23296 -2.51810  0.20
13 H -1.30410 0.18136 -0.97211  0.17
14 H 0.47513 2.14136 -1.01834  0.21
15 H 1.61141 1.86500 1.37808  0.20
16 H 2.12354 0.32115 0.35324  0.20
17 H 0.24605 0.14636 2.56489  0.22
18 H -0.47982 2.44201 1.46547  0.21
19 H -1.76686 1.41535 0.65167  0.20
20 H 1.03465 -1.21819 0.34919  0.17

Cartesian forces (eV/Å) of the 3 atoms listed first:
C 0.954 -1.552 1.794
C 1.810 0.401 1.632
C -1.227 0.536 -1.571



3.
ORCA calculation (wB97M-V/def2-TZVPD) on C8H12B2F4KN4O4 as an isolated structure.

Its total charge is +1. The relative energy (zero: lowest compared OMol25 entry of this formula, charge and spin) is 0.0 kJ/mol. Its HOMO-LUMO gap is 8.26 eV.

Each line ends with the natural charge from an NBO analysis.
Positions of all 35 atoms, in Å:
1 K 1.83326 -1.79971 2.14555  0.98
2 C 0.66209 -0.70596 -2.69225  -0.71
3 C 0.28306 -0.99483 -1.28812  0.29
4 N 1.19141 -0.59802 -0.21915  -0.06
5 O 2.47404 -1.07051 -0.45453  -0.58
6 B 3.39893 0.05004 -0.88697  1.25
7 F 3.89494 -0.11758 -2.13023  -0.50
8 F 4.31584 0.26704 0.09903  -0.52
9 O 2.37285 1.22675 -0.90280  -0.46
10 N 1.34212 0.82199 -0.18361  0.16
11 C 0.61251 1.64080 0.49068  0.33
12 C 0.92317 3.09191 0.38417  -0.67
13 C -0.54675 1.16032 1.29107  0.21
14 N -0.31076 0.22530 2.12697  -0.12
15 O -1.46626 -0.13286 2.79876  -0.58
16 B -1.63463 -1.53026 2.95336  1.35
17 F -0.54162 -2.30660 3.19035  -0.54
18 F -2.79543 -1.90150 3.46066  -0.48
19 O -1.91301 -1.90996 1.09809  -0.28
20 N -0.82679 -1.78484 0.55644  0.13
21 C -0.85090 -1.58059 -0.83935  0.06
22 C -2.06449 -1.96872 -1.61304  -0.67
23 C -1.87848 1.80043 1.06313  -0.69
24 H 0.63837 0.36901 -2.88872  0.26
25 H -0.00053 -1.20665 -3.39117  0.25
26 H 1.68624 -1.03834 -2.86759  0.29
27 H 0.76881 3.44261 -0.63862  0.27
28 H 1.97634 3.25144 0.62014  0.28
29 H 0.29889 3.66409 1.06449  0.25
30 H -2.90018 -1.32321 -1.33720  0.25
31 H -2.35754 -2.98996 -1.36985  0.25
32 H -1.90146 -1.88935 -2.68266  0.24
33 H -1.82615 2.57951 0.30595  0.24
34 H -2.26403 2.21940 1.99235  0.27
35 H -2.59383 1.03881 0.74466  0.26

Cartesian forces (eV/Å) of the 3 atoms listed first:
K 0.057 -0.066 0.049
C -0.026 -0.035 0.014
C -0.055 -0.017 -0.005



4.
ORCA calculation (wB97M-V/def2-TZVPD) on C8H12BaF2NO12S2 as an isolated structure.

Its total charge is -3. The relative energy (zero: lowest compared OMol25 entry of this formula, charge and spin) is 0.0 kJ/mol. Its HOMO-LUMO gap is 6.76 eV.

Each line ends with the Mulliken charge.
Positions of all 38 atoms, in Å:
1 Ba 0.38534 0.00680 -0.08651  2.13
2 N -2.09015 0.66914 -0.29140  -0.09
3 S -2.90027 1.91767 -0.69956  0.90
4 O -3.75785 2.61591 0.26425  -0.60
5 O -3.13611 1.93773 -2.12555  -0.63
6 F -1.60988 2.87129 -0.67946  -0.30
7 S -3.39286 -0.15797 0.53221  0.95
8 O -4.63002 -0.39982 -0.15726  -0.58
9 O -3.43611 -0.10102 1.98429  -0.53
10 F -2.64247 -1.60917 0.28980  -0.25
11 C 0.45397 -4.41967 -1.46928  -1.15
12 C 0.59912 -2.98550 -1.11682  1.00
13 O -0.02384 -2.21071 -1.79695  -0.77
14 O 1.35801 -2.50164 -0.22795  -0.88
15 H 1.38718 -4.97678 -1.38641  0.31
16 H 0.11466 -4.45102 -2.50464  0.27
17 H -0.22395 -4.87063 -0.74460  0.23
18 C -0.34102 -2.55636 2.70790  -0.84
19 C -0.48055 -1.16842 3.29475  0.47
20 O -1.09793 -1.05096 4.36749  -0.79
21 O -0.17230 -0.26588 2.52692  -0.54
22 H 0.60944 -3.03180 2.95017  0.29
23 H -0.37725 -2.80691 1.64771  0.07
24 H -1.06802 -3.25110 3.12850  0.34
25 C 0.11605 2.96110 -3.40866  -0.69
26 C 1.21599 1.92479 -3.48808  0.42
27 O 1.18187 1.01360 -2.60529  -0.58
28 O 2.07151 2.02413 -4.40102  -0.79
29 H -0.17093 3.30455 -2.41478  0.14
30 H -0.82104 2.45175 -3.63349  0.17
31 H 0.16138 3.83165 -4.06302  0.31
32 C 3.59685 2.38911 2.44512  -1.19
33 C 2.76340 1.86496 1.29352  0.88
34 O 1.84707 2.61223 0.86737  -0.75
35 O 3.01505 0.81630 0.74332  -0.78
36 H 4.58114 2.64956 2.05600  0.29
37 H 3.69330 1.66998 3.25854  0.28
38 H 3.22121 3.28312 2.94286  0.29

Cartesian forces (eV/Å) of the 3 atoms listed first:
Ba 2.391 0.192 -0.254
N -5.027 -2.313 2.832
S 1.648 5.511 -2.418



5.
ORCA calculation (wB97M-V/def2-TZVPD) on C8H12Cl2N4 as an isolated structure.

Its total charge is +2. The relative energy (zero: lowest compared OMol25 entry of this formula, charge and spin) is 0.0 kJ/mol. Its HOMO-LUMO gap (alpha / beta) is 7.77 / 7.77 eV.

Each line ends with the natural charge from an NBO analysis.
Positions of all 26 atoms, in Å:
1 C 2.60040 -0.11180 2.55530  0.01
2 C 3.72044 -0.68883 0.58570  -0.07
3 C 1.25674 -0.28068 2.08670  0.21
4 C 2.59410 -0.69641 -0.20587  0.15
5 C -1.39769 -0.88352 0.20284  -0.26
6 C -0.35332 1.16858 -0.42728  -0.26
7 C -2.25633 -0.77475 -0.97759  -0.24
8 C -1.32250 1.31450 -1.65907  -0.27
9 N 3.71878 -0.21287 1.81987  -0.24
10 N 1.00202 -0.31311 0.76502  -0.16
11 N -0.13132 -0.20589 -0.01234  -0.28
12 N -2.59690 0.64521 -1.38175  -0.50
13 Cl -0.03714 -0.40756 3.16548  0.18
14 Cl 2.25513 -1.35785 -1.65620  0.26
15 H 2.76312 0.13149 3.60418  0.27
16 H 4.67903 -0.94604 0.16492  0.28
17 H -1.94367 -0.43649 1.00109  0.20
18 H -1.21087 -1.98498 0.36173  0.28
19 H 0.62250 1.54643 -0.56189  0.25
20 H -0.65976 1.81820 0.47411  0.21
21 H -1.81147 -1.24022 -1.81200  0.24
22 H -3.25297 -1.29552 -0.93173  0.28
23 H -1.42642 2.38524 -1.81392  0.27
24 H -0.72349 0.92811 -2.56792  0.26
25 H -3.12899 0.87617 -2.26346  0.49
26 H -2.95940 1.02261 -0.51591  0.44

Cartesian forces (eV/Å) of the 3 atoms listed first:
C 2.429 -0.086 -1.096
C -1.934 0.604 -2.311
C -1.163 0.004 -2.133



6.
ORCA calculation (wB97M-V/def2-TZVPD) on a 2-piece molecular cluster, C8H12Cl2OSi overall.

The relative energy (zero: lowest compared OMol25 entry of this formula, charge and spin) is 145.7 kJ/mol. Its HOMO-LUMO gap is 9.66 eV.

Each line ends with the natural charge from an NBO analysis.
Positions of all 24 atoms, in Å:
1 C -2.00479 1.93467 -2.00073  -0.22
2 C -2.50757 1.89581 -3.19060  -0.18
3 C -1.29347 0.05792 0.84298  0.70
4 C 0.20272 1.54188 -0.74072  -0.35
5 C -0.94270 1.03161 -1.54132  -0.20
6 C -0.82810 0.76730 -0.05582  -0.38
7 C 1.76486 -1.46255 -0.02220  -1.08
8 C 0.98961 -2.35314 2.81650  -1.19
9 O -1.79647 -0.51475 1.77977  -0.51
10 Si 1.94965 -1.04895 1.90027  1.33
11 Cl -3.73266 3.05469 -3.72554  -0.03
12 Cl 1.28135 0.80102 2.22770  -0.38
13 H -2.56824 2.50821 -1.20044  0.23
14 H -1.98583 1.35442 -4.00224  0.21
15 H 1.20735 1.05603 -0.78378  0.25
16 H 0.14754 2.71923 -0.56875  0.24
17 H -0.80357 0.08041 -2.00144  0.23
18 H 2.51034 -0.69099 -0.49198  0.23
19 H 2.35517 -2.27614 -0.14978  0.22
20 H 0.73864 -1.66510 -0.51508  0.25
21 H 1.51373 -3.07953 3.54768  0.26
22 H 0.14975 -1.90025 3.39137  0.27
23 H 0.32160 -3.12426 2.19479  0.26
24 H 3.33110 -0.68753 2.28936  -0.17

Cartesian forces (eV/Å) of the 3 atoms listed first:
C -1.161 0.301 2.919
C 0.158 0.740 -2.757
C -2.667 -2.693 5.337



7.
ORCA calculation (wB97M-V/def2-TZVPD) on one molecule with the formula C8H12Cl2Si.

The relative energy (zero: lowest compared OMol25 entry of this formula, charge and spin) is 694.5 kJ/mol. Its HOMO-LUMO gap is 7.52 eV.

Each line ends with the natural charge from an NBO analysis.
Positions of all 23 atoms, in Å:
1 C 0.30241 -1.42932 -0.84720  0.07
2 C 1.33344 -0.83120 -0.51064  -0.08
3 C 4.08634 2.60775 -1.59322  -0.39
4 C 4.11758 1.29171 -1.59820  -0.63
5 C -3.68746 0.05072 1.91557  -0.60
6 C -1.16658 -1.45332 -0.73875  -0.49
7 C -3.16658 -0.50747 0.58281  -0.42
8 C -1.66765 -0.91653 0.62819  -0.38
9 Si 5.02569 0.29099 -0.08675  0.84
10 Cl 3.81413 1.35333 1.28298  -0.49
11 Cl 3.10642 -1.31872 -0.27884  0.05
12 H 3.69077 3.21618 -2.37399  0.20
13 H 4.61486 3.04333 -0.74969  0.18
14 H 3.54684 0.70925 -2.20943  0.18
15 H -2.96014 0.82639 2.39071  0.21
16 H -4.64200 0.42475 1.78022  0.21
17 H -3.72409 -0.74275 2.71656  0.20
18 H -1.47047 -2.49527 -0.92344  0.24
19 H -1.45010 -1.02220 -1.62719  0.24
20 H -3.82004 -1.25228 0.12968  0.21
21 H -3.43661 0.18052 -0.18659  0.20
22 H -0.92205 -0.17030 1.05808  0.23
23 H -1.52472 -1.85558 1.23913  0.21

Cartesian forces (eV/Å) of the 3 atoms listed first:
C 0.266 1.877 1.610
C 2.849 -2.413 -0.501
C 1.090 -0.284 0.507



8.
ORCA calculation (wB97M-V/def2-TZVPD) on an isolated ion of composition C8H12ClN2O2S and charge +1.

Its total charge is +1. The relative energy (zero: lowest compared OMol25 entry of this formula, charge and spin) is 164.8 kJ/mol. Its HOMO-LUMO gap (alpha / beta) is 8.01 / 8.01 eV.

Each line ends with the natural charge from an NBO analysis.
Positions of all 26 atoms, in Å:
1 C 2.24091 -2.71557 -0.02507  0.13
2 C 1.58016 -1.08336 1.47926  0.39
3 C 0.47491 -1.19397 -0.52160  0.73
4 C 1.48861 -1.98130 -0.99978  -0.47
5 C 2.63262 0.61079 -0.20064  0.10
6 C -2.04645 0.75547 -2.17446  -0.64
7 C 1.12567 2.17350 1.54626  -0.73
8 C -1.57573 0.03302 -0.95719  -0.07
9 N 2.18644 -2.33729 1.23544  -0.49
10 N 2.78339 -0.05088 0.97744  -0.63
11 O 0.45868 -0.82923 0.75280  -0.47
12 O -0.45397 -0.74028 -1.32010  -0.46
13 S 1.39240 1.91432 -0.25502  0.39
14 Cl 3.91878 0.57087 -1.33385  0.17
15 H 2.80589 -3.62869 -0.19197  0.24
16 H 1.41066 -0.94636 2.59634  0.24
17 H 1.36170 -2.34541 -2.08509  0.28
18 H -1.22695 1.24503 -2.74424  0.23
19 H -2.65851 0.24353 -2.86487  0.24
20 H -2.77974 1.65600 -1.82250  0.23
21 H 0.17488 1.71418 1.85393  0.24
22 H 1.12480 3.35083 1.61894  0.28
23 H 1.90816 1.60907 1.99557  0.25
24 H -2.20172 -0.62126 -0.44037  0.21
25 H -1.31204 0.83754 -0.13218  0.17
26 H 3.61035 -0.67210 1.03787  0.44

Cartesian forces (eV/Å) of the 3 atoms listed first:
C -1.115 1.023 1.335
C 1.408 -1.153 1.171
C 0.454 0.104 -0.872



9.
ORCA calculation (wB97M-V/def2-TZVPD) on one molecule with the formula C8H12ClN3.

The relative energy (zero: lowest compared OMol25 entry of this formula, charge and spin) is 0.0 kJ/mol. Its HOMO-LUMO gap is 10.21 eV.

Each line ends with the natural charge from an NBO analysis.
Positions of all 24 atoms, in Å:
1 N -3.39508 -2.36441 -1.73957  -0.27
2 C -2.47282 -1.94984 -1.16612  0.25
3 C -1.36202 -1.45882 -0.37872  -0.30
4 Cl -0.84738 -2.80218 0.66237  0.01
5 C -0.26224 -0.97505 -1.32367  -0.34
6 C -0.63905 0.30379 -1.86986  0.30
7 N -0.94361 1.33978 -2.30154  -0.32
8 C 1.15489 -0.96334 -0.76412  -0.37
9 C 1.36640 -0.36003 0.61770  -0.41
10 C 1.48648 1.17172 0.61632  -0.41
11 C 0.39552 1.82313 1.45494  -0.21
12 N -0.95065 1.46845 1.01675  -0.88
13 H -1.73990 -0.65586 0.22375  0.29
14 H -0.26293 -1.64308 -2.16905  0.26
15 H 1.78255 -0.43173 -1.45708  0.22
16 H 1.50696 -1.97823 -0.78152  0.22
17 H 0.59787 -0.61973 1.32462  0.21
18 H 2.29217 -0.76891 0.98283  0.22
19 H 2.41118 1.46302 1.08841  0.21
20 H 1.49069 1.54241 -0.39767  0.20
21 H 0.55292 2.89185 1.40832  0.19
22 H 0.51009 1.45225 2.46169  0.18
23 H -1.39435 2.19919 0.49435  0.38
24 H -1.52558 1.18832 1.78880  0.36

Cartesian forces (eV/Å) of the 3 atoms listed first:
N 1.535 0.714 0.784
C -2.268 -0.926 -1.069
C -0.151 -0.350 -0.318



Which formula does entry 5 have? C8H12Cl2N4